55
Properties=species:S:1:pos:R:3:nbo_charge:R:1 method="wB97M-V/def2-TZVPD" total_energy_ha=-14465.057002 charge=0 homo_lumo_gap_ha=0.372
C -4.88261 -4.13233 4.63316 -0.474
Br -5.63851 -2.56659 3.68993 0.078
Br -5.35313 -5.81841 3.82987 0.096
Br -5.39038 -4.03638 6.53937 0.076
H -3.79538 -4.11463 4.55757 0.224
C 3.21228 -6.67868 5.29307 -0.254
Cl 1.69699 -7.42959 5.87462 0.002
Cl 4.30284 -7.96404 4.85415 0.051
Cl 3.82829 -5.57681 6.65775 -0.031
H 2.95475 -6.05666 4.43582 0.232
C 3.11756 9.54302 2.09696 -0.282
Cl 4.20689 8.26062 1.50334 0.003
Cl 1.48658 8.99357 1.66360 0.020
Cl 3.64675 11.12415 1.54047 0.029
H 3.18531 9.66094 3.17845 0.231
C -2.17121 0.88927 -10.51941 -0.299
Cl -0.69133 1.77918 -10.70248 0.037
Cl -2.91902 0.91819 -8.92025 0.023
Cl -1.91313 -0.78395 -11.04260 0.011
H -2.86550 1.34444 -11.22572 0.228
C 4.04976 8.57117 -6.82269 -0.279
Cl 3.60511 7.02667 -6.11164 0.030
Cl 3.60010 9.68129 -5.47786 -0.016
Cl 3.25902 8.92285 -8.35843 0.031
H 5.10528 8.78100 -6.99579 0.235
C -2.98881 -6.74329 -3.76294 -0.104
C -3.24217 -7.95284 -2.99713 -0.103
O -2.49586 -8.86846 -3.73472 -0.484
C -2.27392 -8.42583 -4.96660 0.967
O -1.73381 -8.97372 -5.89238 -0.565
O -2.84866 -7.20535 -5.01178 -0.492
H -2.20674 -6.02884 -3.50598 0.187
H -3.96238 -6.27879 -3.91948 0.200
H -4.30717 -8.14343 -3.12959 0.184
H -2.98539 -7.67184 -1.97575 0.211
C 1.15949 1.09238 -2.33165 -0.092
C 0.91657 2.04402 -1.16311 -0.104
O 0.72223 1.16861 -0.08971 -0.498
C 0.43771 -0.11223 -0.58185 0.971
O 0.18021 -1.07464 0.09837 -0.571
O 0.44835 -0.06797 -1.89724 -0.487
H 2.16433 0.67910 -2.41890 0.189
H 0.69675 1.44731 -3.25251 0.206
H 0.05825 2.61586 -1.51581 0.183
H 1.79864 2.68431 -1.17144 0.202
C 1.41416 2.43328 7.66981 -0.109
C 0.14957 1.63076 7.69275 -0.108
O -0.69191 2.41690 8.50157 -0.470
C -0.24797 3.67450 8.36423 0.951
O -0.75303 4.70263 8.82681 -0.588
O 0.89587 3.73433 7.68813 -0.473
H 2.07213 2.33843 6.80600 0.207
H 2.08353 2.30837 8.52095 0.186
H 0.20805 0.70859 8.27093 0.210
H -0.30558 1.52975 6.70749 0.194